[1]
The following is a DFT calculation (ωB97M-V/def2-TZVPD) of a gas-phase ion, C3H7OS (charge -1).

ORCA input file:
```
! RIJCOSX wB97M-V def2-TZVPD def2/J DEFGRID3
* xyz -1 1
C 1.267 -0.938 -0.096
O 1.044 -2.237 0.106
C 0.191 0.040 0.446
C -0.841 0.550 -0.604
S -2.023 1.718 0.108
H 2.253 -0.617 0.352
H 1.294 -0.635 -1.201
H 0.723 0.911 0.854
H -0.463 -0.418 1.202
H -0.225 0.844 -1.460
H -1.335 -0.336 -1.009
H -1.886 1.117 1.302
*
```

Values from the calculation:
- ΔE to the lowest compared entry with this formula, charge and spin (kJ/mol) = 181.86
- highest occupied orbital energy (eV) = -2.294
- F_max (eV/A) = 2.20

List of Löwdin charges in e, atom by atom: number 1, C, carries -0.588; number 2, O, carries -0.368; number 3, C, carries -0.304; number 4, C, carries -0.632; number 5, S, carries 0.621; number 6, H, carries 0.071; number 7, H, carries 0.075; number 8, H, carries 0.083; number 9, H, carries 0.080; number 10, H, carries 0.056; number 11, H, carries 0.064; number 12, H, carries -0.157

[2]
The following is a DFT calculation (ωB97M-V/def2-TZVPD) of C4H9N3O in the gas phase.

ORCA input file:
```
! RIJCOSX wB97M-V def2-TZVPD def2/J DEFGRID3
* xyz 0 1
N 1.270 -0.865 1.290
N -0.252 -1.600 -0.833
C 0.034 -0.371 1.202
C -0.881 -0.783 0.171
H 1.892 -0.571 2.025
H 1.485 -1.626 0.655
H 0.369 -1.025 -1.406
H -0.934 -2.049 -1.429
H -0.298 0.340 1.946
H -1.838 -1.167 0.520
C -1.289 0.869 -0.401
C 0.327 1.478 -0.367
N 1.194 1.079 -1.202
O -2.104 1.515 0.275
H 2.030 1.666 -1.247
H -1.412 0.757 -1.496
H 0.408 2.352 0.296
*
```

Values from the calculation:
- ΔE to the lowest compared entry with this formula, charge and spin (kJ/mol) = 400.86
- highest occupied orbital energy (spin up / spin down) (eV) = -7.305 / -7.304
- F_max (eV/A) = 3.36

List of Löwdin charges in e, atom by atom: number 1, N, carries 0.165; number 2, N, carries 0.036; number 3, C, carries -0.108; number 4, C, carries -0.292; number 5, H, carries 0.123; number 6, H, carries 0.111; number 7, H, carries 0.056; number 8, H, carries 0.082; number 9, H, carries 0.145; number 10, H, carries 0.149; number 11, C, carries -0.471; number 12, C, carries -0.202; number 13, N, carries 0.050; number 14, O, carries -0.123; number 15, H, carries 0.045; number 16, H, carries 0.131; number 17, H, carries 0.103

[3]
The following is a DFT calculation (ωB97M-V/def2-TZVPD) of C4H10N2O in the gas phase.

ORCA input file:
```
! RIJCOSX wB97M-V def2-TZVPD def2/J DEFGRID3
* xyz 0 1
C -0.456 -0.539 -1.486
C -0.907 0.181 -0.222
C 0.089 -0.010 0.992
C 1.530 -0.126 0.592
N 2.293 0.978 0.812
O 1.982 -1.126 0.066
N -2.225 -0.229 0.243
H -0.162 -1.563 -1.268
H -1.235 -0.483 -2.253
H 0.396 -0.036 -1.942
H -0.891 1.249 -0.404
H -0.292 -0.804 1.625
H -0.072 0.907 1.569
H 3.259 0.939 0.527
H 1.909 1.766 1.301
H -2.935 0.136 -0.379
H -2.283 -1.241 0.227
*
```

Values from the calculation:
- ΔE to the lowest compared entry with this formula, charge and spin (kJ/mol) = 59.54
- highest occupied orbital energy (eV) = -9.442
- F_max (eV/A) = 1.68

List of Löwdin charges in e, atom by atom: number 1, C, carries -0.075; number 2, C, carries -0.439; number 3, C, carries -0.081; number 4, C, carries -0.562; number 5, N, carries 0.164; number 6, O, carries 0.039; number 7, N, carries 0.023; number 8, H, carries 0.079; number 9, H, carries 0.076; number 10, H, carries 0.077; number 11, H, carries 0.127; number 12, H, carries 0.117; number 13, H, carries 0.105; number 14, H, carries 0.110; number 15, H, carries 0.095; number 16, H, carries 0.069; number 17, H, carries 0.076

[4]
The following is a DFT calculation (ωB97M-V/def2-TZVPD) of 10 unconnected molecules or ions with the total composition C10H40N4O10.

ORCA input file:
```
! RIJCOSX wB97M-V def2-TZVPD def2/J DEFGRID3
* xyz 0 1
C 0.412 -0.454 -7.156
O -0.851 0.185 -6.905
H 0.608 -1.357 -6.577
H 0.569 -0.683 -8.210
H 1.224 0.257 -7.004
H -1.079 0.795 -7.610
C 3.336 4.643 -3.493
O 4.666 4.203 -3.171
H 3.402 5.660 -3.105
H 3.036 4.839 -4.522
H 2.565 4.080 -2.967
H 5.297 4.692 -3.704
C -1.871 5.743 0.237
O -1.796 4.940 -0.888
H -1.038 6.431 0.382
H -2.810 6.284 0.352
H -1.910 5.153 1.153
H -1.606 5.511 -1.636
C 2.652 -4.660 -3.482
O 3.576 -5.722 -3.200
H 3.123 -3.678 -3.424
H 2.174 -4.737 -4.459
H 1.829 -4.732 -2.771
H 4.412 -5.518 -3.625
C 4.771 -4.734 2.529
O 4.538 -3.659 1.739
H 3.855 -5.008 3.052
H 5.069 -5.635 1.992
H 5.457 -4.328 3.273
H 3.623 -3.479 1.509
C -5.060 -0.515 -0.639
O -5.514 -1.293 -1.724
H -5.929 -0.094 -0.133
H -4.383 -1.121 -0.037
H -4.501 0.286 -1.123
H -6.116 -0.735 -2.222
C -1.614 -6.610 0.564
O -0.416 -7.300 0.325
H -1.720 -6.404 1.629
H -1.532 -5.650 0.055
H -2.434 -7.202 0.157
H 0.278 -6.636 0.342
C 1.837 0.820 5.739
O 2.775 1.843 5.593
H 0.830 1.188 5.934
H 1.773 0.297 4.785
H 2.140 0.064 6.463
H 3.135 1.932 6.478
C -3.773 2.979 5.281
O -3.231 2.177 4.542
N -3.749 2.993 6.606
N -4.282 4.121 4.869
H -4.261 3.673 7.149
H -3.580 2.075 6.992
H -4.710 4.728 5.554
H -4.508 4.224 3.890
C 0.408 0.149 -0.507
O 0.734 -0.957 -0.162
N 0.288 1.171 0.286
N 0.093 0.521 -1.699
H 0.023 0.943 1.233
H 0.028 2.035 -0.169
H -0.609 1.238 -1.810
H 0.344 0.029 -2.545
*
```

Values from the calculation:
- ΔE to the lowest compared entry with this formula, charge and spin (kJ/mol) = 319.38
- highest occupied orbital energy (eV) = -9.432
- F_max (eV/A) = 6.42

List of Löwdin charges in e, atom by atom: number 1, C, carries -0.158; number 2, O, carries -0.126; number 3, H, carries 0.077; number 4, H, carries 0.070; number 5, H, carries 0.067; number 6, H, carries 0.069; number 7, C, carries -0.157; number 8, O, carries -0.127; number 9, H, carries 0.068; number 10, H, carries 0.069; number 11, H, carries 0.076; number 12, H, carries 0.070; number 13, C, carries -0.202; number 14, O, carries -0.104; number 15, H, carries 0.081; number 16, H, carries 0.072; number 17, H, carries 0.076; number 18, H, carries 0.079; number 19, C, carries -0.157; number 20, O, carries -0.124; number 21, H, carries 0.075; number 22, H, carries 0.066; number 23, H, carries 0.074; number 24, H, carries 0.067; number 25, C, carries -0.215; number 26, O, carries -0.108; number 27, H, carries 0.076; number 28, H, carries 0.077; number 29, H, carries 0.083; number 30, H, carries 0.086; number 31, C, carries -0.165; number 32, O, carries -0.135; number 33, H, carries 0.076; number 34, H, carries 0.084; number 35, H, carries 0.070; number 36, H, carries 0.069; number 37, C, carries -0.175; number 38, O, carries -0.126; number 39, H, carries 0.073; number 40, H, carries 0.077; number 41, H, carries 0.081; number 42, H, carries 0.070; number 43, C, carries -0.190; number 44, O, carries -0.108; number 45, H, carries 0.073; number 46, H, carries 0.076; number 47, H, carries 0.078; number 48, H, carries 0.071; number 49, C, carries -0.763; number 50, O, carries 0.034; number 51, N, carries 0.146; number 52, N, carries 0.145; number 53, H, carries 0.104; number 54, H, carries 0.116; number 55, H, carries 0.101; number 56, H, carries 0.116; number 57, C, carries -0.821; number 58, O, carries 0.044; number 59, N, carries 0.165; number 60, N, carries 0.157; number 61, H, carries 0.123; number 62, H, carries 0.103; number 63, H, carries 0.110; number 64, H, carries 0.119

[5]
The following is a DFT calculation (ωB97M-V/def2-TZVPD) of a molecular structure, C4H7NS2.

ORCA input file:
```
! RIJCOSX wB97M-V def2-TZVPD def2/J DEFGRID3
* xyz 0 1
C 1.344 -0.445 0.007
C -1.104 0.038 0.671
C -0.920 -0.771 -0.615
C 0.146 0.867 0.786
N 0.465 -1.202 -0.611
S 2.939 -0.398 0.121
S 0.209 2.247 -0.366
H -2.008 0.648 0.622
H -1.174 -0.628 1.533
H -1.582 -1.633 -0.665
H -1.099 -0.115 -1.474
H 0.493 1.126 1.775
H 0.761 -1.930 -1.247
H 1.530 2.197 -0.536
*
```

Values from the calculation:
- ΔE to the lowest compared entry with this formula, charge and spin (kJ/mol) = 62.00
- highest occupied orbital energy (eV) = -8.069
- F_max (eV/A) = 4.11

List of Löwdin charges in e, atom by atom: number 1, C, carries -0.847; number 2, C, carries -0.249; number 3, C, carries -0.200; number 4, C, carries -0.554; number 5, N, carries -0.031; number 6, S, carries 0.625; number 7, S, carries 0.734; number 8, H, carries 0.110; number 9, H, carries 0.118; number 10, H, carries 0.119; number 11, H, carries 0.104; number 12, H, carries 0.074; number 13, H, carries 0.147; number 14, H, carries -0.151

[6]
The following is a DFT calculation (ωB97M-V/def2-TZVPD) of a molecular structure, C25H49Li3O13P.

ORCA input file:
```
! RIJCOSX wB97M-V def2-TZVPD def2/J DEFGRID3
* xyz -1 1
Li 0.862 3.792 1.120
Li -1.027 1.818 4.356
Li -3.217 4.116 1.935
P -0.574 4.982 3.786
O 0.501 3.882 3.735
O -0.856 5.327 2.318
O -0.070 5.990 4.816
O -1.825 4.311 4.328
O -2.204 0.125 -0.510
C -1.530 1.043 0.208
O -0.444 1.438 -0.213
O -1.982 1.490 1.277
H -1.524 0.038 -1.182
C 2.385 5.290 -2.117
C 2.261 6.468 -1.240
C 2.952 6.081 0.088
O 3.147 4.677 -0.037
C 3.456 4.394 -1.408
H 2.745 5.470 -3.130
H 1.498 4.659 -2.170
H 1.229 6.764 -1.057
H 2.746 7.387 -1.571
H 2.306 6.293 0.940
H 3.863 6.638 0.305
H 3.437 3.337 -1.672
H 4.475 4.625 -1.717
C 5.347 -1.025 -0.679
C 6.523 -0.376 -1.397
C 6.249 -0.610 -2.855
O 4.875 -0.477 -2.903
C 4.246 -1.007 -1.756
H 5.049 -0.447 0.196
H 5.580 -2.045 -0.374
H 7.517 -0.723 -1.114
H 6.532 0.706 -1.266
H 6.709 -1.537 -3.199
H 6.710 0.121 -3.519
H 3.851 -2.003 -1.957
H 3.405 -0.348 -1.538
C -7.254 -0.115 1.616
C -8.191 -0.777 2.612
C -8.896 -1.849 1.768
O -7.889 -2.197 0.773
C -6.755 -1.302 0.834
H -6.468 0.502 2.051
H -7.735 0.564 0.913
H -8.940 -0.118 3.051
H -7.555 -1.281 3.340
H -9.701 -1.324 1.255
H -9.169 -2.706 2.384
H -6.518 -1.011 -0.189
H -5.895 -1.757 1.327
C -0.940 0.774 -5.823
C -2.314 0.220 -5.727
C -2.035 -1.128 -5.035
O -0.938 -0.854 -4.142
C -0.063 0.043 -4.874
H -0.879 1.860 -5.750
H -0.588 0.638 -6.846
H -2.854 0.057 -6.660
H -2.922 0.829 -5.057
H -1.826 -2.008 -5.643
H -2.921 -1.470 -4.500
H 0.746 -0.508 -5.352
H 0.494 0.710 -4.216
C -1.311 -5.031 -0.358
C 0.030 -4.667 -0.847
C 0.979 -5.585 -0.062
O 0.304 -5.663 1.194
C -1.008 -5.179 1.129
H -1.718 -5.962 -0.752
H -2.097 -4.296 -0.533
H 0.252 -3.623 -0.625
H 0.088 -4.793 -1.928
H 1.976 -5.158 0.050
H 1.015 -6.607 -0.439
H -1.093 -4.205 1.612
H -1.814 -5.786 1.540
C 2.357 -2.168 5.408
C 2.745 -2.119 3.942
C 1.673 -1.214 3.302
O 0.942 -0.656 4.395
C 1.687 -0.824 5.575
H 3.252 -2.250 6.026
H 1.558 -2.891 5.570
H 2.604 -3.121 3.537
H 3.762 -1.727 3.913
H 0.997 -1.814 2.692
H 2.103 -0.440 2.667
H 1.088 -0.644 6.469
H 2.435 -0.032 5.585
*
```

Values from the calculation:
- ΔE to the lowest compared entry with this formula, charge and spin (kJ/mol) = 839.34
- highest occupied orbital energy (eV) = -2.259
- F_max (eV/A) = 4.31

List of Löwdin charges in e, atom by atom: number 1, Li, carries 0.718; number 2, Li, carries 0.761; number 3, Li, carries 0.787; number 4, P, carries -0.299; number 5, O, carries -0.566; number 6, O, carries -0.561; number 7, O, carries -0.476; number 8, O, carries -0.551; number 9, O, carries 0.070; number 10, C, carries -0.914; number 11, O, carries -0.053; number 12, O, carries -0.082; number 13, H, carries 0.080; number 14, C, carries -0.170; number 15, C, carries -0.174; number 16, C, carries -0.178; number 17, O, carries -0.162; number 18, C, carries -0.180; number 19, H, carries 0.107; number 20, H, carries 0.112; number 21, H, carries 0.115; number 22, H, carries 0.108; number 23, H, carries 0.126; number 24, H, carries 0.117; number 25, H, carries 0.114; number 26, H, carries 0.109; number 27, C, carries -0.147; number 28, C, carries -0.180; number 29, C, carries -0.256; number 30, O, carries -0.133; number 31, C, carries -0.184; number 32, H, carries 0.108; number 33, H, carries 0.106; number 34, H, carries 0.110; number 35, H, carries 0.113; number 36, H, carries 0.113; number 37, H, carries 0.120; number 38, H, carries 0.111; number 39, H, carries 0.122; number 40, C, carries -0.189; number 41, C, carries -0.179; number 42, C, carries -0.182; number 43, O, carries -0.160; number 44, C, carries -0.199; number 45, H, carries 0.115; number 46, H, carries 0.110; number 47, H, carries 0.110; number 48, H, carries 0.113; number 49, H, carries 0.111; number 50, H, carries 0.114; number 51, H, carries 0.119; number 52, H, carries 0.119; number 53, C, carries -0.211; number 54, C, carries -0.164; number 55, C, carries -0.198; number 56, O, carries -0.136; number 57, C, carries -0.192; number 58, H, carries 0.114; number 59, H, carries 0.109; number 60, H, carries 0.111; number 61, H, carries 0.115; number 62, H, carries 0.111; number 63, H, carries 0.113; number 64, H, carries 0.113; number 65, H, carries 0.120; number 66, C, carries -0.193; number 67, C, carries -0.190; number 68, C, carries -0.173; number 69, O, carries -0.140; number 70, C, carries -0.230; number 71, H, carries 0.114; number 72, H, carries 0.120; number 73, H, carries 0.121; number 74, H, carries 0.113; number 75, H, carries 0.114; number 76, H, carries 0.114; number 77, H, carries 0.115; number 78, H, carries 0.115; number 79, C, carries -0.175; number 80, C, carries -0.164; number 81, C, carries -0.171; number 82, O, carries -0.152; number 83, C, carries -0.230; number 84, H, carries 0.114; number 85, H, carries 0.116; number 86, H, carries 0.105; number 87, H, carries 0.111; number 88, H, carries 0.113; number 89, H, carries 0.120; number 90, H, carries 0.123; number 91, H, carries 0.124